1.
Density functional theory data (wB97M-V/def2-TZVPD) for a cluster of 2 separate species, C6H9O2 in total.

The geometry in XYZ format:
```
17
Properties=species:S:1:pos:R:3:lowdin_charge:R:1
O -0.899 -1.889 0.290 -0.082
C 0.336 -1.926 0.120 -0.776
O 1.115 -0.929 0.151 -0.120
C 1.002 -3.247 -0.212 -0.061
H 1.171 -3.362 -1.283 0.059
H 1.966 -3.251 0.302 0.055
H 0.417 -4.108 0.121 0.054
C -1.996 1.877 1.119 -0.024
C -0.892 1.416 0.519 -0.182
C -0.101 2.285 -0.365 -0.205
C 0.962 1.885 -1.075 0.000
H -2.328 2.909 1.082 0.034
H -2.567 1.155 1.692 0.041
H -0.650 0.363 0.548 0.060
H -0.398 3.333 -0.405 0.079
H 1.503 2.612 -1.670 0.034
H 1.357 0.877 -0.934 0.034
```

## Properties
total charge = -1
M = 113.1 g mol⁻¹
multiplicity = 1
energy relative to the best compared isomer or geometry (same formula, charge and spin) = 16.9 kcal/mol
LUMO level = 0.1484 Ha

=====

2.
Density functional theory data (wB97M-V/def2-TZVPD) for a structure of composition C6H9O4PSn.

The geometry in XYZ format:
```
21
Properties=species:S:1:pos:R:3:lowdin_charge:R:1
O -0.616 5.270 -3.894 0.034
C -0.484 4.262 -3.376 -0.019
Sn -1.159 -0.514 -2.228 1.381
C 0.838 -1.961 -2.453 -0.023
C -2.818 -2.288 -2.489 -0.049
O 1.985 -2.073 -2.532 0.181
O -3.844 -2.615 -2.905 0.189
C -0.887 -0.468 2.359 -0.129
P 0.211 -0.144 1.004 0.644
C 1.731 -1.052 1.178 -0.130
C 0.644 1.599 1.013 -0.144
O -0.576 -0.590 -0.243 -0.622
H -1.875 -0.635 1.893 0.078
H -0.917 0.379 3.053 0.084
H -0.558 -1.364 2.894 0.076
H 1.553 -1.877 1.876 0.076
H 2.074 -1.487 0.225 0.055
H 2.507 -0.393 1.593 0.085
H 1.008 1.918 0.028 0.071
H -0.247 2.182 1.266 0.075
H 1.431 1.851 1.736 0.088
```

## Properties
total charge = +2
M = 294.8 g mol⁻¹
multiplicity = 1
energy relative to the best compared isomer or geometry (same formula, charge and spin) = 0.0 kcal/mol
LUMO level = -0.3459 Ha

=====

3.
Density functional theory data (wB97M-V/def2-TZVPD) for a structure of composition C6HO6Zr.

The geometry in XYZ format:
```
14
Properties=species:S:1:pos:R:3:lowdin_charge:R:1
O -2.553 -0.487 3.854 0.057
C -1.600 0.120 3.630 0.014
Zr 0.986 1.258 -0.374 1.761
O -0.016 -2.164 0.836 0.383
C 0.406 -1.111 0.588 -0.165
C 1.213 -0.344 -2.054 -0.018
O 1.237 -1.069 -2.995 0.257
C -0.892 1.229 -3.174 0.074
O -1.421 2.225 -3.332 0.175
C -1.195 0.269 -0.307 -0.079
O -2.122 -0.373 -0.512 0.285
H 1.212 2.038 1.296 0.060
O 2.796 -1.091 1.543 0.365
C 1.950 -0.501 0.999 -0.169
```

## Properties
total charge = +3
M = 260.3 g mol⁻¹
multiplicity = 1
energy relative to the best compared isomer or geometry (same formula, charge and spin) = 0.0 kcal/mol
LUMO level = -0.6441 Ha

=====

4.
Density functional theory data (wB97M-V/def2-TZVPD) for a cluster of 16 separate species, C70H163N9O27 in total.

The geometry in XYZ format:
```
269
Properties=species:S:1:pos:R:3:lowdin_charge:R:1
C 10.814 15.720 -19.642 0.060
N 9.290 16.070 -19.978 -0.272
C 9.051 15.794 -21.468 0.019
C 8.472 15.029 -19.215 -0.015
C 8.989 17.569 -19.637 -0.085
C 8.432 18.026 -18.335 -0.217
O 7.069 17.591 -18.129 -0.082
H 10.942 15.956 -18.586 0.104
H 11.575 16.250 -20.216 0.104
H 10.935 14.648 -19.796 0.107
H 9.137 14.717 -21.608 0.107
H 9.792 16.323 -22.068 0.114
H 8.013 16.058 -21.667 0.077
H 8.811 14.033 -19.501 0.080
H 7.415 15.154 -19.449 0.079
H 8.642 15.094 -18.140 0.105
H 8.360 17.976 -20.429 0.120
H 9.915 18.118 -19.808 0.137
H 8.436 19.112 -18.253 0.133
H 9.045 17.608 -17.536 0.099
H 6.609 18.116 -17.470 0.032
C 2.598 16.159 -9.557 0.033
N 3.945 16.794 -9.108 -0.283
C 3.603 17.761 -7.920 0.054
C 4.901 15.745 -8.611 0.003
C 4.573 17.500 -10.330 -0.109
C 3.738 18.603 -10.896 -0.238
O 3.038 17.955 -11.901 -0.058
H 2.562 15.544 -10.457 0.111
H 1.831 16.929 -9.637 0.072
H 2.207 15.548 -8.744 0.107
H 3.118 17.097 -7.204 0.109
H 2.816 18.477 -8.157 0.093
H 4.501 18.240 -7.530 0.108
H 4.322 15.070 -7.980 0.114
H 5.846 16.070 -8.177 0.109
H 5.169 15.146 -9.482 0.094
H 4.889 16.762 -11.068 0.125
H 5.461 17.922 -9.860 0.117
H 4.424 19.400 -11.180 0.122
H 3.090 19.071 -10.156 0.115
H 2.167 18.359 -11.907 0.054
C 6.186 11.619 -19.786 0.031
N 5.467 10.428 -20.508 -0.280
C 4.580 10.904 -21.684 0.015
C 6.558 9.464 -21.148 0.044
C 4.601 9.522 -19.491 -0.038
C 3.526 10.266 -18.676 -0.209
O 4.040 11.308 -17.850 -0.096
H 5.507 12.410 -19.466 0.078
H 6.844 12.101 -20.510 0.085
H 6.788 11.152 -19.006 0.120
H 5.331 11.570 -22.108 0.098
H 3.729 11.417 -21.237 0.055
H 4.242 10.060 -22.286 0.109
H 7.191 10.057 -21.808 0.102
H 5.974 8.706 -21.670 0.098
H 7.181 8.983 -20.395 0.115
H 5.234 8.938 -18.823 0.139
H 4.155 8.726 -20.086 0.128
H 2.901 9.710 -17.978 0.145
H 2.829 10.809 -19.314 0.095
H 3.268 11.699 -17.435 0.019
C 5.101 17.020 -21.208 -0.102
C 4.818 18.494 -21.064 -0.189
C 3.677 18.707 -19.976 -0.041
N 3.261 20.213 -19.901 -0.208
C 4.381 21.252 -19.796 0.043
C 2.419 20.646 -21.104 -0.095
C 1.170 21.338 -20.584 -0.151
C 1.394 21.626 -19.141 -0.172
C 2.267 20.471 -18.753 -0.100
H 5.895 16.935 -21.950 0.071
H 4.217 16.444 -21.484 0.047
H 5.512 16.550 -20.314 0.064
H 4.434 18.901 -22.000 0.109
H 5.801 18.924 -20.873 0.105
H 4.085 18.608 -18.970 0.108
H 2.706 18.210 -19.977 0.118
H 3.857 22.180 -19.567 0.108
H 5.074 21.220 -20.636 0.103
H 5.110 20.999 -19.026 0.103
H 2.992 21.314 -21.746 0.129
H 2.240 19.749 -21.698 0.127
H 0.995 22.284 -21.097 0.130
H 0.347 20.626 -20.654 0.121
H 1.939 22.562 -19.021 0.116
H 0.398 21.697 -18.705 0.106
H 2.855 20.611 -17.845 0.128
H 1.609 19.617 -18.597 0.125
C 5.717 14.574 -16.710 -0.074
C 4.263 14.648 -16.253 -0.185
C 3.700 16.088 -16.398 -0.065
N 2.204 16.278 -15.886 -0.173
C 1.255 15.753 -17.021 0.063
C 1.957 17.773 -15.453 -0.090
C 0.654 17.796 -14.709 -0.145
C 0.560 16.369 -14.140 -0.105
C 1.863 15.610 -14.592 -0.075
H 6.155 13.658 -16.312 0.087
H 6.393 15.362 -16.378 0.062
H 5.847 14.433 -17.783 0.046
H 4.191 14.316 -15.218 0.096
H 3.621 13.932 -16.765 0.086
H 3.698 16.438 -17.430 0.107
H 4.254 16.841 -15.838 0.093
H 0.192 15.813 -16.786 0.095
H 1.578 14.715 -17.101 0.076
H 1.486 16.270 -17.952 0.078
H 2.147 18.547 -16.197 0.115
H 2.666 17.980 -14.651 0.107
H -0.188 18.053 -15.352 0.100
H 0.679 18.533 -13.907 0.108
H -0.379 15.890 -14.418 0.089
H 0.417 16.259 -13.065 0.108
H 1.867 14.520 -14.596 0.118
H 2.626 15.972 -13.903 0.126
C -2.936 14.455 -13.351 -0.103
C -3.650 13.961 -14.558 -0.225
C -2.991 14.424 -15.872 -0.126
N -3.780 14.085 -17.118 -0.218
C -4.202 12.662 -17.260 0.040
C -2.926 14.607 -18.340 -0.053
C -3.910 14.820 -19.506 -0.182
C -5.206 15.077 -18.881 -0.158
C -5.025 14.950 -17.372 -0.087
H -3.483 14.074 -12.489 0.090
H -2.847 15.540 -13.282 0.078
H -1.920 14.069 -13.265 0.080
H -4.629 14.438 -14.603 0.119
H -3.599 12.873 -14.601 0.119
H -1.983 14.042 -16.035 0.109
H -2.972 15.506 -15.744 0.131
H -3.317 12.040 -17.126 0.115
H -4.637 12.525 -18.250 0.114
H -4.822 12.420 -16.397 0.107
H -2.136 13.878 -18.518 0.117
H -2.379 15.517 -18.092 0.107
H -3.840 13.932 -20.134 0.101
H -3.565 15.598 -20.186 0.094
H -5.979 14.394 -19.232 0.126
H -5.444 16.127 -19.049 0.130
H -5.907 14.526 -16.891 0.136
H -4.800 15.923 -16.936 0.137
C 2.441 15.194 -23.824 -0.050
C 1.883 13.856 -23.369 -0.171
N 0.828 13.944 -22.258 -0.191
C 0.482 12.469 -21.826 0.070
C 1.389 14.711 -20.988 -0.120
C 2.480 14.022 -20.106 -0.035
C -0.443 14.671 -22.907 -0.014
C -1.727 14.808 -22.023 -0.174
O -2.188 13.505 -21.764 -0.229
C -2.971 12.925 -22.787 -0.087
H 1.783 16.060 -23.907 0.081
H 2.941 15.103 -24.788 0.098
H 3.186 15.494 -23.088 0.049
H 2.666 13.192 -23.003 0.106
H 1.453 13.252 -24.168 0.133
H -0.124 11.952 -22.570 0.109
H -0.046 12.706 -20.902 0.107
H 1.454 11.996 -21.685 0.079
H 0.558 15.039 -20.364 0.109
H 1.835 15.656 -21.298 0.096
H 3.206 13.592 -20.796 0.056
H 1.894 13.264 -19.587 0.074
H 2.952 14.621 -19.327 0.075
H -0.605 14.073 -23.804 0.128
H -0.103 15.642 -23.267 0.114
H -2.460 15.415 -22.555 0.139
H -1.578 15.185 -21.011 0.104
H -3.593 12.097 -22.447 0.100
H -2.448 12.433 -23.607 0.084
H -3.661 13.660 -23.202 0.100
C 9.171 21.181 -15.331 -0.022
C 10.110 20.421 -14.221 -0.093
N 9.522 19.102 -13.669 -0.219
C 9.219 18.188 -14.839 -0.017
C 10.565 18.262 -12.813 -0.114
C 10.998 18.983 -11.488 -0.035
C 8.170 19.380 -12.889 -0.046
C 7.624 18.236 -12.058 -0.215
O 7.188 17.155 -12.811 -0.160
C 5.982 17.388 -13.541 -0.057
H 9.570 22.175 -15.534 0.082
H 8.213 21.444 -14.883 0.059
H 8.998 20.641 -16.262 0.054
H 10.214 21.056 -13.341 0.118
H 11.072 20.167 -14.668 0.123
H 8.398 18.619 -15.411 0.088
H 8.909 17.203 -14.490 0.108
H 10.116 18.054 -15.444 0.106
H 11.443 18.041 -13.420 0.126
H 10.105 17.282 -12.686 0.120
H 11.646 19.838 -11.680 0.080
H 11.461 18.303 -10.772 0.094
H 10.093 19.358 -11.011 0.065
H 7.472 19.648 -13.682 0.111
H 8.265 20.286 -12.289 0.140
H 6.807 18.575 -11.422 0.112
H 8.390 17.864 -11.377 0.128
H 5.755 18.433 -13.748 0.090
H 5.168 16.809 -13.105 0.083
H 6.025 16.936 -14.532 0.070
C -4.165 25.029 -17.555 -0.053
C -3.344 24.878 -16.302 -0.144
N -1.826 24.819 -16.582 -0.253
C -1.327 26.098 -17.322 0.058
C -1.184 24.911 -15.145 -0.115
C -1.354 26.225 -14.253 -0.034
C -1.517 23.533 -17.383 -0.074
C -2.095 22.240 -16.777 -0.174
O -1.590 21.967 -15.465 -0.170
C -0.278 21.393 -15.553 -0.078
H -3.804 25.731 -18.307 0.080
H -5.198 25.325 -17.371 0.101
H -4.261 24.104 -18.125 0.079
H -3.427 24.019 -15.635 0.131
H -3.424 25.789 -15.709 0.116
H -1.594 26.951 -16.698 0.107
H -1.873 26.020 -18.262 0.087
H -0.270 25.876 -17.471 0.109
H -0.149 24.710 -15.421 0.119
H -1.531 24.065 -14.553 0.116
H -2.354 26.611 -14.055 0.081
H -0.673 26.929 -14.732 0.070
H -0.993 26.143 -13.228 0.092
H -0.450 23.527 -17.605 0.110
H -2.049 23.708 -18.318 0.126
H -1.891 21.344 -17.364 0.127
H -3.184 22.235 -16.837 0.128
H 0.001 20.625 -16.274 0.083
H 0.182 21.148 -14.596 0.106
H 0.350 22.239 -15.832 0.068
O -2.187 17.721 -20.022 0.067
C -1.135 17.750 -19.189 -0.822
O -0.027 17.789 -19.802 -0.102
O -1.252 17.766 -17.920 -0.059
H -1.631 17.791 -20.802 0.084
O 5.064 13.343 -12.753 0.063
C 4.030 12.936 -12.018 -0.927
O 3.972 13.112 -10.809 -0.028
O 3.026 12.568 -12.651 -0.058
H 4.488 13.186 -13.505 0.047
O 0.036 18.857 -8.935 0.084
C 0.395 19.447 -10.075 -0.892
O 0.292 18.813 -11.117 -0.041
O 0.811 20.630 -9.984 -0.038
H -0.140 17.925 -9.088 0.028
O -1.537 16.245 -10.945 0.157
C -1.511 15.766 -9.701 -0.671
O -0.714 16.225 -8.820 0.122
O -2.402 14.950 -9.432 0.305
H -0.838 16.903 -10.916 0.079
O -0.024 12.878 -15.265 0.098
C 0.505 12.397 -16.366 -0.862
O -0.237 12.358 -17.368 -0.060
O 1.711 12.038 -16.490 -0.049
H 0.682 12.757 -14.626 0.107
O 8.883 11.476 -16.349 0.084
C 9.712 11.411 -17.382 -0.996
O 10.145 10.363 -17.787 0.004
O 9.991 12.449 -17.951 -0.072
H 8.623 12.382 -16.530 0.067
O 3.918 20.356 -15.051 0.096
C 4.921 20.274 -15.880 -0.905
O 5.608 21.299 -15.940 -0.033
O 5.160 19.271 -16.615 -0.077
H 3.926 21.296 -14.854 0.118
```

## Properties
total charge = +3
M = 1563.1 g mol⁻¹
multiplicity = 2
LUMO level (alpha / beta) = -0.1979 / -0.2626 Ha